Density functional theory data (ωB97M-V with the def2-TZVPD basis set) for an isolated molecule of C2H5N3O.

Properties
highest occupied orbital energy: -7.41 eV
LUMO: 0.952 eV
orbital gap: 8.366 eV
maximum force: 1.89 eV Å⁻¹
energy above the lowest of the compared OMol25 structures with the same formula, charge and spin: 414.9 kJ/mol

Atoms and positions in Å:
C -1.174 -0.779 -0.252
N -1.706 0.532 -0.222
C 1.001 -0.564 0.725
N 2.135 -0.230 0.137
O -0.745 1.507 0.175
N 0.007 -1.050 0.092
H -2.080 0.841 -1.115
H 2.270 -0.212 -0.871
H 2.932 0.007 0.704
H -1.890 -1.542 -0.514
H -0.751 1.489 1.141

natural (NBO) charges, unit e, in atom order: 0.179, -0.345, 0.198, -0.785, -0.571, -0.460, 0.364, 0.361, 0.394, 0.184, 0.481